Here is 3 unconnected molecules or ions with the total composition C36H73BrF4N3O6P from OMol25. Energies are from wB97M-V/def2-TZVPD.

Geometry as ORCA input:
```
! wB97M-V def2-TZVPD RIJCOSX def2/J DEFGRID3
* xyz 0 1
C 3.675 -5.339 1.754
O 3.082 -5.713 0.525
C 3.952 -5.652 -0.586
C 3.222 -6.158 -1.816
C 3.930 -5.745 -3.107
C 3.318 -6.312 -4.402
C 2.341 -5.388 -5.140
C 1.257 -4.735 -4.267
C 1.560 -3.282 -3.870
C 0.972 -2.843 -2.518
C -0.436 -2.305 -2.643
O -1.293 -3.380 -3.136
C -2.563 -3.034 -2.775
O -3.497 -3.062 -3.510
C -2.439 -2.648 -1.317
O -3.558 -2.207 -0.631
C -4.609 -1.451 -1.264
C -6.012 -2.029 -1.016
C -6.060 -2.800 0.300
C -6.632 -2.791 -2.222
C -6.484 -4.308 -2.172
C -8.121 -2.420 -2.324
P -1.913 -4.424 -0.649
O -3.132 -5.140 -1.478
Br -2.824 -4.457 1.386
C -1.207 -1.665 -1.421
C -1.697 -0.275 -1.914
C -0.622 0.651 -2.514
O -1.060 0.895 -3.864
C -0.406 1.973 -1.762
N 0.997 2.395 -1.648
C -0.352 -1.524 -0.147
F 0.101 -2.732 0.264
F 0.755 -0.774 -0.430
C -0.879 -0.854 1.146
F -1.100 0.465 0.941
F -2.026 -1.390 1.560
H 3.920 -6.228 2.338
H 4.585 -4.753 1.594
H 2.964 -4.724 2.305
H 4.264 -4.610 -0.751
H 4.849 -6.255 -0.393
H 2.209 -5.758 -1.762
H 3.160 -7.249 -1.792
H 4.959 -6.116 -3.033
H 4.014 -4.657 -3.161
H 4.138 -6.536 -5.090
H 2.840 -7.268 -4.173
H 1.859 -5.955 -5.939
H 2.922 -4.599 -5.629
H 1.090 -5.322 -3.365
H 0.309 -4.746 -4.809
H 1.210 -2.609 -4.660
H 2.642 -3.138 -3.816
H 1.613 -2.077 -2.083
H 0.977 -3.699 -1.839
H -0.450 -1.581 -3.460
H -4.572 -0.457 -0.806
H -4.422 -1.327 -2.327
H -6.643 -1.144 -0.873
H -7.097 -3.008 0.579
H -5.540 -3.755 0.235
H -5.610 -2.223 1.110
H -6.134 -2.419 -3.120
H -7.076 -4.761 -2.972
H -6.853 -4.718 -1.232
H -5.455 -4.635 -2.308
H -8.590 -2.478 -1.336
H -8.660 -3.116 -2.969
H -8.255 -1.407 -2.704
H -2.895 -6.051 -1.689
H -2.256 0.238 -1.132
H -2.409 -0.457 -2.718
H 0.346 0.146 -2.572
H -0.323 1.252 -4.369
H -0.958 2.734 -2.322
H -0.840 1.948 -0.769
H 1.609 1.833 -2.226
H 1.334 2.275 -0.702
H -0.111 -0.968 1.914
C 4.103 5.323 1.323
C 3.431 4.294 2.217
N 3.947 2.949 2.045
C 3.132 1.939 2.697
C 3.020 1.978 4.227
C 5.385 2.801 2.200
C 6.019 3.235 3.529
H 4.034 5.035 0.273
H 3.609 6.287 1.446
H 5.155 5.465 1.574
H 2.367 4.281 1.963
H 3.499 4.635 3.263
H 3.499 0.955 2.390
H 2.121 2.020 2.281
H 3.927 1.627 4.715
H 2.206 1.327 4.552
H 2.799 2.982 4.593
H 5.865 3.361 1.395
H 5.627 1.753 2.005
H 5.631 4.197 3.867
H 7.097 3.346 3.401
H 5.860 2.509 4.324
C 1.688 7.903 3.898
C 0.214 8.090 4.218
N -0.662 7.757 3.110
C -2.029 8.208 3.302
C -2.847 7.590 4.444
C -0.500 6.423 2.563
C -0.688 5.228 3.511
H 1.973 8.472 3.012
H 2.290 8.254 4.737
H 1.945 6.855 3.732
H 0.041 9.142 4.458
H -0.022 7.523 5.133
H -2.564 8.060 2.360
H -1.989 9.290 3.456
H -3.166 6.573 4.219
H -3.748 8.183 4.609
H -2.290 7.574 5.382
H 0.496 6.353 2.117
H -1.190 6.324 1.721
H -0.189 5.381 4.469
H -0.258 4.331 3.059
H -1.740 5.021 3.699
*
```

Maximum force ... 0.737 eV Å⁻¹
Total energy ... -5346.00315 Ha
E_HOMO ... -8.2 eV
SMILES string ... COCCCCCCCC[C@H]1OC(=O)[C@@](OC[C@H](C)C(C)C)(P(O)Br)[C@@]1(C[C@@H](O)CN)C(F)(F)C(F)F.CCN(CC)CC.CCN(CC)CC